# 1
The following is a DFT calculation (ωB97M-V/def2-TZVPD) of a cluster of 5 separate species, C16H30N2O3 in total in a non-equilibrium geometry.

XYZ file:
```
51
Properties=species:S:1:pos:R:3:forces:R:3:lowdin_charge:R:1
C 3.029 -0.334 0.192 0.021 1.134 1.426 -0.15
C 2.533 -0.842 1.613 1.640 -2.162 -1.583 -0.17
C 3.621 -1.844 1.907 1.136 2.138 0.274 -0.20
O 4.163 -2.228 0.678 1.156 -2.135 -1.138 -0.12
C 3.594 -1.548 -0.429 -0.752 -1.350 0.189 -0.20
H 3.863 0.345 0.368 -0.173 0.513 -0.060 0.14
H 2.213 0.048 -0.422 1.619 0.627 0.926 0.05
H 1.618 -1.416 1.462 -0.128 0.139 0.251 0.12
H 2.414 -0.078 2.382 1.369 -0.896 0.163 0.11
H 3.368 -2.637 2.610 0.004 -0.274 -0.452 0.13
H 4.424 -1.217 2.296 0.245 -0.264 1.118 0.12
H 2.806 -2.153 -0.877 0.193 -0.205 0.413 0.12
H 4.251 -1.390 -1.285 0.882 0.216 0.570 0.13
C -2.683 1.862 1.152 -1.897 -0.853 0.116 -0.21
C -3.156 2.701 -0.010 -0.005 0.063 0.442 -0.16
C -1.855 3.417 -0.358 -1.121 -0.561 -0.101 -0.17
O -1.004 3.180 0.765 2.286 2.027 -1.019 -0.16
C -1.668 2.703 1.899 -1.298 -0.240 -0.968 -0.19
H -2.241 0.983 0.682 -0.040 0.738 0.513 0.06
H -3.560 1.566 1.727 0.178 -0.398 0.284 0.13
H -3.970 3.317 0.372 0.087 0.513 -0.508 0.11
H -3.506 2.099 -0.849 -0.206 0.003 0.132 0.11
H -2.130 4.430 -0.651 0.832 0.573 0.655 0.11
H -1.426 2.959 -1.249 0.415 -0.079 0.135 0.11
H -2.076 3.531 2.479 -0.422 0.060 0.056 0.13
H -1.014 2.150 2.572 0.140 0.066 -0.351 0.11
C 0.303 -0.583 -3.255 -0.455 1.181 -1.345 -0.15
C -0.838 -1.244 -2.477 0.527 0.635 -0.290 -0.12
C -0.162 -1.554 -1.112 0.452 -0.164 -2.378 -0.19
O 1.203 -1.152 -1.257 -1.922 -0.893 -0.573 -0.27
C 1.290 -0.112 -2.242 0.631 -0.832 1.190 -0.18
H -0.082 0.249 -3.844 -0.031 0.084 -0.136 0.11
H 0.809 -1.222 -3.979 -0.067 -0.317 0.250 0.12
H -1.295 -2.051 -3.050 0.209 -0.285 0.364 0.12
H -1.622 -0.494 -2.365 -0.102 0.039 0.069 0.09
H -0.183 -2.632 -0.950 0.319 0.603 0.325 0.11
H -0.705 -0.958 -0.378 1.273 -0.361 0.043 0.05
H 2.332 -0.056 -2.557 -0.026 -0.313 -0.410 0.13
H 1.190 0.796 -1.647 -1.043 0.797 -0.724 0.12
C 0.528 0.559 1.302 -0.279 1.078 -0.299 -0.07
C -0.713 -0.056 1.697 -3.034 -1.678 2.106 -0.20
N -1.751 -0.529 2.021 5.842 2.086 1.752 0.12
H 0.957 0.052 0.439 -1.127 0.562 0.150 0.04
H 1.343 0.406 2.010 -2.304 0.945 0.003 0.05
H 0.474 1.638 1.155 -0.531 -0.111 -0.375 0.11
C -2.740 -1.383 0.115 -1.920 -1.395 -1.315 -0.11
C -1.887 -2.503 0.509 1.421 -2.033 1.784 -0.30
N -1.158 -3.361 0.837 -2.332 1.778 -0.629 0.16
H -3.614 -1.916 -0.259 -0.419 0.445 -0.502 0.10
H -2.276 -0.784 -0.669 -0.686 -0.297 0.131 0.05
H -3.010 -0.714 0.932 -0.557 -0.948 -0.672 0.04
```
Forces are in eV/Å.

The SMILES is C1CCOC1.C1CCOC1.C1CCOC1.CC#N.CC#N. For the HOMO energy, the calculation gives -0.3260 hartree. The value obtained for the energy above the lowest of the compared OMol25 structures with the same formula, charge and spin is 238.73 kcal/mol. The energy is -962.5709 Eh.

---

# 2
The following is a DFT calculation (ωB97M-V/def2-TZVPD) of a structure of composition C30H50OP4Tm in a non-equilibrium geometry.

XYZ file:
```
86
Properties=species:S:1:pos:R:3:forces:R:3:lowdin_charge:R:1
Tm 1.556 0.240 -1.126 -6.695 1.770 4.428 1.18
P 1.684 2.078 0.898 -0.175 0.960 0.729 0.71
P -2.489 -0.479 1.237 -0.865 0.397 -0.651 0.91
P -1.911 3.081 -0.423 -0.615 0.174 -0.107 0.80
H 2.329 -1.769 -2.891 0.079 0.373 0.313 0.11
C 2.180 -0.686 -3.011 4.100 1.041 -3.885 -0.11
C 3.157 0.280 -2.663 0.391 -2.649 -4.010 -0.12
H 4.177 0.001 -2.365 -0.522 -0.126 0.525 0.12
C 3.420 2.038 1.455 0.064 0.022 -0.008 -0.25
C 0.773 1.957 2.469 -0.224 -0.376 0.225 -0.24
C 1.466 3.859 0.580 0.076 0.076 -0.366 -0.25
C -3.911 -1.147 0.347 -0.078 -0.026 0.033 -0.19
C -1.578 -1.810 2.045 0.448 -0.353 0.189 -0.20
C -2.984 0.767 2.437 0.187 0.292 0.178 -0.19
C -1.383 4.381 -1.627 0.512 0.075 0.042 -0.26
C -2.960 4.090 0.717 0.338 0.128 0.336 -0.29
C -3.276 2.296 -1.381 0.026 -0.369 -0.166 -0.28
H 1.384 -0.406 -3.726 -0.233 0.230 0.806 0.11
H 3.069 1.326 -3.003 -0.399 -0.272 0.125 0.11
H 4.115 2.067 0.606 -0.013 0.064 0.211 0.06
H 3.629 1.157 2.070 0.088 0.186 -0.109 0.04
H 3.546 2.946 2.054 0.323 -0.256 -0.006 0.07
H 0.792 0.936 2.874 -0.060 0.362 -0.026 0.02
H -0.268 2.291 2.343 0.380 -0.096 -0.104 0.03
H 1.285 2.635 3.167 -0.189 -0.191 -0.079 0.08
H 1.831 4.112 -0.423 -0.110 0.185 0.285 0.06
H 2.071 4.374 1.337 -0.174 0.057 -0.234 0.07
H 0.410 4.151 0.684 0.450 -0.191 -0.118 0.02
H -4.690 -1.532 1.024 0.331 0.111 -0.261 0.08
H -3.547 -1.949 -0.314 -0.195 0.180 0.221 0.07
H -4.316 -0.342 -0.286 0.033 -0.273 0.267 0.06
H -2.184 -2.318 2.823 -0.033 0.493 -0.460 0.10
H -0.677 -1.440 2.551 -0.290 0.121 -0.106 0.03
H -1.252 -2.595 1.343 -0.296 0.397 0.113 0.03
H -3.903 0.451 2.933 0.061 -0.007 0.058 0.08
H -3.147 1.746 1.960 -0.011 -0.469 -0.017 0.03
H -2.193 0.903 3.188 -0.220 -0.144 -0.140 0.06
H -1.864 5.345 -1.407 0.165 -0.314 -0.131 0.06
H -1.617 4.071 -2.654 0.073 0.144 0.366 0.03
H -0.290 4.497 -1.545 -0.410 0.206 -0.230 0.01
H -3.108 5.096 0.298 -0.166 -0.329 0.311 0.05
H -2.433 4.172 1.680 -0.352 0.230 -0.159 0.03
H -3.931 3.599 0.878 0.284 0.296 0.020 0.04
H -3.531 2.915 -2.253 -0.113 -0.268 0.274 0.06
H -4.161 2.173 -0.743 0.142 0.038 -0.227 0.04
H -2.947 1.311 -1.736 -0.197 0.214 -0.074 0.00
C -0.664 1.250 -3.230 -0.355 0.581 -0.847 -0.44
C -1.725 0.731 -4.022 1.033 0.433 0.557 -0.04
C -2.088 1.408 -5.176 -0.085 0.000 -0.247 -0.05
C -1.449 2.600 -5.548 0.285 -0.098 -0.029 -0.05
C -0.326 3.058 -4.839 -0.144 -0.297 -0.265 -0.07
C 0.089 2.372 -3.696 -0.745 -1.084 0.254 -0.08
O -0.439 0.678 -2.017 3.220 -0.966 0.862 -0.36
H -1.874 0.261 0.167 0.479 -0.646 0.765 0.01
H -2.188 -0.201 -3.689 -0.041 0.386 -0.206 0.12
H -2.869 0.984 -5.817 0.237 0.333 0.312 0.13
H -1.806 3.126 -6.436 0.252 -0.109 0.294 0.12
H 0.248 3.928 -5.179 -0.396 -0.353 0.113 0.13
H 0.961 2.720 -3.131 -0.266 0.067 0.054 0.09
C 3.300 -1.816 0.018 0.073 -0.144 -0.117 -0.27
P 1.531 -2.005 0.550 0.199 -1.346 0.834 0.94
C 1.117 -3.679 -0.041 -0.323 0.076 -0.568 -0.41
C 2.071 -4.689 0.124 0.000 -0.098 -0.095 -0.10
C 1.775 -6.007 -0.210 -0.261 0.126 -0.060 -0.03
C 0.480 -6.342 -0.627 -0.010 0.233 0.074 -0.02
C -0.489 -5.339 -0.779 0.123 -0.023 -0.064 -0.04
C -0.161 -4.002 -0.544 0.419 -0.093 0.235 -0.11
C 1.653 -2.323 2.381 0.120 0.465 0.241 -0.37
C 1.223 -3.512 2.995 -0.066 0.169 -0.208 -0.08
C 1.160 -3.625 4.387 0.138 0.380 -0.169 -0.03
C 1.521 -2.537 5.189 0.081 0.010 -0.053 -0.03
C 2.033 -1.375 4.592 -0.052 -0.064 0.182 -0.05
C 2.100 -1.276 3.203 -0.143 -0.088 -0.042 -0.13
H 3.857 -2.666 0.425 0.128 0.312 -0.193 0.07
H 3.764 -0.903 0.405 0.043 0.050 0.148 0.05
H 3.411 -1.835 -1.083 0.040 -0.214 0.503 0.03
H 3.053 -4.464 0.541 -0.233 -0.140 -0.139 0.11
H 2.559 -6.757 -0.132 -0.288 0.049 0.052 0.13
H 0.227 -7.386 -0.826 0.062 0.363 0.012 0.13
H -1.507 -5.583 -1.089 0.406 -0.031 -0.002 0.12
H -0.903 -3.225 -0.745 0.206 -0.172 0.100 0.09
H 0.922 -4.362 2.393 -0.050 0.061 0.021 0.11
H 0.827 -4.567 4.825 0.076 0.337 -0.066 0.13
H 1.418 -2.594 6.280 0.143 -0.007 -0.534 0.13
H 2.372 -0.546 5.225 -0.145 -0.371 -0.317 0.13
H 2.491 -0.370 2.740 -0.073 -0.200 0.225 0.06
```
Forces are in eV/Å.

The net charge is +3. For the HOMO energy (alpha / beta), the calculation gives -0.5627 / -0.5630 hartree. The value obtained for the energy above the lowest of the compared OMol25 structures with the same formula, charge and spin is 18.35 kcal/mol. As for the spin multiplicity: 3. The energy is -3697.9694 Eh.

---

# 3
The following is a DFT calculation (ωB97M-V/def2-TZVPD) of a structure of composition C23H18EuN3O9S3 in a non-equilibrium geometry.

XYZ file:
```
57
Properties=species:S:1:pos:R:3:forces:R:3:lowdin_charge:R:1
Eu -0.451 -0.710 0.010 -0.337 -4.006 1.215 1.65
O -1.179 1.222 -0.916 -0.448 1.754 -0.812 -0.08
C -0.072 1.086 -1.489 -0.219 1.246 -1.398 -0.68
O 0.290 -0.042 -1.918 1.104 0.763 -2.559 -0.14
C 0.914 2.252 -1.568 0.128 -0.633 0.180 -0.08
C 2.322 1.659 -1.781 -0.223 0.197 -0.717 -0.27
C 3.330 2.798 -2.024 -0.051 -0.218 -0.025 -0.10
C 3.528 3.328 -0.595 -0.001 -0.178 0.216 -0.11
C 2.524 2.451 0.169 0.010 0.541 0.306 -0.26
O 2.620 1.189 -0.476 0.579 0.084 -0.083 -0.04
C 1.087 2.924 -0.182 -0.145 -0.119 0.423 -0.08
C 0.152 2.386 0.918 0.834 -0.360 -0.223 -0.56
O -0.644 3.095 1.494 -0.624 0.621 0.384 0.07
O 0.437 1.157 1.216 0.423 1.316 0.240 -0.14
H 0.597 2.952 -2.341 -0.015 0.015 -0.020 0.16
H 2.348 0.836 -2.492 -0.007 0.100 0.100 0.15
H 4.253 2.414 -2.458 0.030 0.044 -0.004 0.11
H 2.916 3.553 -2.687 0.013 0.043 -0.158 0.11
H 4.540 3.145 -0.235 0.053 0.031 0.011 0.11
H 3.300 4.386 -0.490 0.042 0.074 0.033 0.11
H 2.714 2.338 1.236 -0.051 0.013 -0.094 0.16
H 0.985 4.008 -0.229 0.056 -0.053 0.046 0.15
O -0.714 1.238 3.551 0.050 0.445 0.706 0.12
C -0.550 0.264 2.670 -1.182 -0.920 -0.183 -0.54
O -1.481 -0.204 1.986 -0.074 0.698 2.191 -0.08
C 0.693 -0.575 2.921 0.360 -0.015 -0.059 -0.18
C 1.375 -0.725 4.121 -0.024 -0.015 -0.207 0.03
C 2.557 -1.457 4.118 -0.138 0.027 -0.129 -0.05
C 3.044 -1.985 2.929 -0.179 0.060 -0.268 0.00
C 2.279 -1.812 1.779 -0.552 0.365 0.258 -0.20
N 1.118 -1.159 1.807 1.061 0.072 1.126 0.00
C 2.546 -2.293 0.386 -1.476 0.390 -0.451 -0.46
O 3.707 -2.862 0.105 0.884 -0.453 -0.242 0.15
O 1.691 -2.161 -0.470 1.349 -0.383 0.561 0.04
H -1.390 1.868 3.236 0.297 -0.284 -0.270 0.13
H 0.989 -0.276 5.021 -0.019 0.088 0.115 0.12
H 3.106 -1.606 5.035 0.053 0.020 0.088 0.10
H 3.988 -2.512 2.916 0.051 -0.080 0.023 0.10
H 4.322 -2.882 0.852 -0.362 0.124 -0.043 0.11
S -5.480 -4.207 -1.018 -0.937 -0.475 -0.284 0.55
C -4.070 -3.755 -0.331 0.783 0.111 0.353 -1.11
S -3.216 -4.669 0.933 -0.247 0.754 -0.692 0.94
C -1.902 -3.504 0.872 0.034 0.396 -0.499 -1.19
N -2.107 -2.547 -0.007 -0.452 -0.926 0.357 -0.14
N -3.317 -2.678 -0.645 -0.398 -0.838 0.554 -0.16
C -3.639 -1.632 -1.532 0.227 0.479 -0.704 -0.21
C -4.913 -1.080 -1.587 0.107 0.016 0.128 -0.05
C -5.148 -0.004 -2.425 0.036 -0.030 0.058 -0.08
C -4.132 0.519 -3.208 0.126 -0.051 -0.058 -0.09
C -2.866 -0.046 -3.166 -0.111 -0.138 0.024 -0.08
C -2.609 -1.122 -2.330 -0.257 -0.520 -0.279 -0.05
S -0.508 -3.568 1.785 0.248 -0.707 0.580 0.57
H -5.706 -1.492 -0.983 0.017 0.011 0.053 0.08
H -6.135 0.432 -2.452 -0.109 0.047 -0.026 0.10
H -4.327 1.358 -3.860 -0.012 0.089 -0.035 0.10
H -2.076 0.340 -3.793 0.096 0.031 0.024 0.11
H -1.640 -1.631 -2.377 -0.400 0.339 0.170 0.11
```
Forces are in eV/Å.

The net charge is -1. For the HOMO energy (alpha / beta), the calculation gives -0.0994 / -0.1652 hartree. The value obtained for the energy above the lowest of the compared OMol25 structures with the same formula, charge and spin is 20.51 kcal/mol. As for the spin multiplicity: 8. The energy is -3633.7920 Eh.

---

# 4
The following is a DFT calculation (ωB97M-V/def2-TZVPD) of a cluster of 3 separate species, C25H51N9O6P2S in total in a non-equilibrium geometry.

XYZ file:
```
94
Properties=species:S:1:pos:R:3:forces:R:3:lowdin_charge:R:1
C -6.407 3.415 -1.087 -0.573 -0.328 -0.201 -0.18
C -4.997 3.171 -1.815 -0.813 -1.229 -0.061 -0.53
S -3.848 4.629 -1.795 0.466 -0.595 0.010 0.80
C -2.389 4.252 -0.677 -0.355 -0.163 2.056 -0.43
C -2.754 4.865 0.755 -0.664 0.789 2.448 -0.17
C -2.551 6.387 1.098 -1.712 -2.486 3.047 0.01
C -2.981 6.906 2.512 -0.235 -3.371 -1.277 0.01
C -3.592 5.945 3.593 0.974 -1.178 -2.278 -0.11
C -4.042 6.488 5.027 0.384 -0.171 -1.605 -0.23
N -5.548 6.663 4.969 0.955 0.489 -0.576 -0.02
C -3.749 4.450 3.249 1.092 2.102 -2.736 0.03
C -3.346 3.940 1.835 -0.025 2.553 1.129 0.02
C -3.673 2.387 1.847 -0.337 0.108 -1.567 -0.30
O -3.839 1.555 0.933 0.843 2.972 3.122 0.07
N -3.825 2.038 3.281 0.382 0.165 0.142 0.02
C -2.584 1.357 3.739 0.578 -2.030 1.802 -0.12
O -1.479 1.462 2.771 -1.596 0.956 1.631 -0.12
N -1.271 0.240 2.171 0.241 0.716 -3.328 0.00
O -0.996 0.462 1.025 0.009 -1.275 2.118 0.04
C -4.277 3.206 4.088 -0.158 1.916 0.595 -0.28
O -4.935 3.230 5.143 2.689 -0.754 -3.721 0.10
H -6.643 4.515 -0.892 0.505 -1.484 -0.316 0.07
H -7.234 3.007 -1.785 1.242 0.664 1.153 0.07
H -6.511 2.836 -0.098 0.385 0.944 -1.446 0.07
H -4.522 2.229 -1.374 -0.377 1.505 -0.561 0.07
H -5.217 2.920 -2.920 0.563 0.643 1.695 0.07
H -2.263 3.117 -0.514 -0.103 1.809 -0.567 0.09
H -1.419 4.739 -1.047 -1.626 -0.769 0.230 0.09
H -2.100 7.103 0.325 -0.778 -1.275 1.335 0.11
H -2.833 8.019 2.750 -0.274 -1.981 -0.288 0.10
H -3.523 7.494 5.179 -0.495 -1.460 0.016 0.11
H -3.717 5.713 5.798 -0.610 1.206 -0.870 0.11
H -5.785 6.691 3.960 0.000 -0.038 0.969 0.07
H -5.783 7.600 5.325 0.118 -0.640 -0.117 0.06
H -2.197 1.728 4.758 -0.836 -0.109 -1.671 0.16
H -2.757 0.223 3.875 0.103 1.780 -0.309 0.14
C 3.781 1.127 3.228 -0.542 -0.200 -0.170 -0.14
N 4.343 1.455 1.940 -0.791 1.415 0.593 -0.37
C 4.544 2.893 1.800 0.363 -0.026 -0.339 -0.14
P 5.002 0.476 0.712 -1.203 -2.450 6.897 0.76
O 6.457 0.804 1.097 -0.194 1.301 -4.071 -0.31
N 5.169 -1.186 1.137 0.916 -1.264 -0.798 -0.34
C 4.567 -1.839 2.278 -0.823 0.019 -0.331 -0.14
C 6.495 -1.775 0.918 0.128 0.331 -0.154 -0.15
N 3.360 0.106 0.184 1.406 -0.122 -1.469 -0.29
C 2.106 0.710 0.585 -0.162 0.987 -0.420 -0.12
C 3.156 -1.019 -0.724 0.172 0.080 -0.743 -0.14
H 2.856 1.701 3.388 0.103 0.132 0.088 0.08
H 4.470 1.356 4.048 0.060 -0.027 0.038 0.09
H 3.465 0.096 3.331 0.215 -0.120 -0.153 0.04
H 3.963 3.277 0.952 0.013 0.188 -0.033 0.07
H 5.595 3.141 1.632 0.030 -0.015 -0.044 0.07
H 4.224 3.452 2.685 -0.052 -0.331 -0.042 0.08
H 5.010 -1.502 3.222 -0.061 0.019 0.097 0.09
H 4.694 -2.925 2.225 0.193 0.078 -0.171 0.08
H 3.484 -1.693 2.295 0.011 0.212 0.124 0.07
H 7.181 -1.537 1.738 0.112 0.022 -0.059 0.08
H 6.931 -1.415 -0.016 0.023 0.072 0.232 0.07
H 6.436 -2.865 0.828 -0.307 0.045 0.098 0.08
H 1.706 0.223 1.479 0.163 -0.001 0.077 0.08
H 1.345 0.620 -0.198 0.209 -0.212 -0.048 0.07
H 2.188 1.783 0.763 0.141 -0.135 0.251 0.08
H 2.830 -1.906 -0.176 0.007 -0.082 0.130 0.08
H 4.071 -1.265 -1.268 -0.116 -0.061 0.250 0.08
H 2.400 -0.802 -1.486 0.004 0.116 0.113 0.08
C -0.530 -5.275 -5.566 0.051 -0.578 0.174 -0.14
N 0.696 -4.688 -5.080 0.365 -0.572 -1.605 -0.37
C 1.558 -4.273 -6.180 0.253 0.349 0.248 -0.13
P 1.174 -4.203 -3.519 -7.241 -1.463 -1.837 0.76
O 0.907 -2.711 -3.802 4.246 0.114 1.046 -0.31
N -0.081 -4.284 -2.342 -0.012 0.670 1.645 -0.33
C -1.349 -4.963 -2.493 0.325 -0.825 0.076 -0.14
C -0.304 -3.065 -1.554 0.276 0.163 -0.164 -0.14
N 1.533 -5.891 -3.153 1.160 1.259 1.126 -0.29
C 1.598 -7.032 -4.044 0.835 -0.039 -0.631 -0.11
C 1.716 -6.278 -1.757 0.570 0.203 0.338 -0.14
H -0.299 -6.100 -6.256 -0.012 0.135 -0.142 0.08
H -1.151 -4.548 -6.099 -0.045 0.055 0.015 0.09
H -1.138 -5.743 -4.801 0.058 0.196 0.189 0.04
H 2.519 -4.800 -6.129 0.127 0.043 -0.141 0.07
H 1.759 -3.199 -6.156 0.027 0.027 0.037 0.07
H 1.125 -4.492 -7.162 -0.132 -0.099 0.295 0.08
H -1.997 -4.461 -3.220 -0.058 -0.054 -0.072 0.09
H -1.892 -5.003 -1.543 0.176 0.202 0.050 0.08
H -1.210 -6.011 -2.769 0.001 0.050 -0.235 0.07
H -0.917 -2.340 -2.100 0.053 0.114 0.032 0.08
H 0.644 -2.592 -1.293 -0.162 0.034 -0.170 0.05
H -0.806 -3.290 -0.607 -0.034 -0.284 -0.131 0.08
H 0.610 -7.485 -4.170 -0.067 0.152 -0.035 0.09
H 2.262 -7.811 -3.654 -0.057 0.172 0.222 0.08
H 2.011 -6.786 -5.022 -0.291 0.124 0.012 0.08
H 0.805 -6.724 -1.355 -0.123 -0.001 0.006 0.08
H 1.985 -5.420 -1.137 -0.244 -0.117 -0.100 0.07
H 2.526 -7.005 -1.634 -0.027 0.020 -0.192 0.08
```
Forces are in eV/Å.

The SMILES is CCSCc1ccc(CN)c2c1C(=O)N(CON=O)C2=O.CN(C)P(=O)(N(C)C)N(C)C.CN(C)P(=O)(N(C)C)N(C)C. For the HOMO energy, the calculation gives -0.2830 hartree. The energy is -3007.8132 Eh.